1.
Formula: C6H18BClN2O3P
Source: the OMol25 dataset
Level of theory: ωB97M-V/def2-TZVPD

Output
**ΔE to the lowest compared entry with this formula, charge and spin**: 0.0 kcal per mole
**Kohn-Sham gap**: 7.8 eV
**LUMO**: 2.89 eV
**HOMO**: -4.88 eV
**Calculated total energy**: -1401.18068 Ha

ORCA input file:
```
! wB97M-V def2-TZVPD RIJCOSX def2/J DEFGRID3
* xyz -1 1
O 3.5422 1.5659 3.7363
P 2.6347 2.0541 2.6401
B 0.7631 1.5088 2.5996
Cl -0.3856 3.0627 2.7008
H 3.1933 1.6467 1.3832
H 2.7140 3.4701 2.4974
H 0.5570 0.7887 3.5338
H 0.5564 0.9654 1.5423
C 0.5063 -3.2286 -0.0815
C 1.0343 -1.9290 0.4791
O 0.9879 -1.6066 1.6463
N 1.5866 -1.0496 -0.4332
C 1.7513 -1.2124 -1.8590
H 0.0905 -3.8312 0.7203
H -0.2728 -2.9896 -0.8082
H 1.3020 -3.7866 -0.5781
H 1.9168 -0.1989 0.0036
H 2.8066 -1.1708 -2.1434
H 1.2265 -0.4312 -2.4168
H 1.3496 -2.1695 -2.1766
C -3.7098 0.2017 -1.4691
C -2.3250 -0.3730 -1.2712
O -2.1048 -1.5742 -1.4014
N -1.3435 0.4805 -0.9167
C -1.4250 1.9111 -0.6988
H -4.3744 -0.6155 -1.7360
H -4.0672 0.6715 -0.5525
H -3.7173 0.9465 -2.2660
H -0.4539 0.0294 -0.7446
H -0.7434 2.4417 -1.3683
H -1.1608 2.1580 0.3289
H -2.4353 2.2637 -0.8903
*
```

---

2.
Formula: C19H20GeN2O2SeSn
Source: the OMol25 dataset
Level of theory: ωB97M-V/def2-TZVPD

Output
**ΔE to the lowest compared entry with this formula, charge and spin**: 11.9 kcal per mole
**Kohn-Sham gap (alpha / beta)**: 4.5 / 5.6 eV
**LUMO (alpha / beta)**: -10.21 / -9.29 eV
**HOMO (alpha / beta)**: -14.70 / -14.90 eV
**Calculated total energy**: -5687.92842 Ha

ORCA input file:
```
! wB97M-V def2-TZVPD RIJCOSX def2/J DEFGRID3
* xyz 2 1
Sn 0.0000 0.0000 0.0000
Se -0.4600 2.5097 0.0093
Ge -2.3971 -0.4426 0.8840
C -2.9606 1.0306 1.9864
C -4.1059 1.7588 1.6398
C -4.5226 2.8312 2.4351
C -3.7956 3.1792 3.5775
C -2.6507 2.4556 3.9246
C -2.2326 1.3828 3.1307
C -2.4266 -2.0955 1.8691
C -1.6089 -2.2688 2.9936
C -1.6378 -3.4744 3.7020
C -2.4822 -4.5093 3.2889
C -3.2978 -4.3397 2.1660
C -3.2700 -3.1349 1.4561
H -3.3751 -0.5648 -0.3127
H -4.6749 1.4960 0.7570
H -5.4085 3.3919 2.1661
H -4.1184 4.0094 4.1925
H -2.0870 2.7264 4.8080
H -1.3436 0.8335 3.4070
H -0.9488 -1.4777 3.3202
H -1.0052 -3.6067 4.5702
H -2.5038 -5.4420 3.8377
H -3.9508 -5.1413 1.8459
H -3.9049 -3.0121 0.5878
O 4.5873 4.8823 -4.5075
C 5.2533 4.7997 -3.2720
N 4.9456 3.5114 -2.7389
C 3.8249 3.3081 -1.9659
O 3.0476 4.2096 -1.6729
C 3.5539 1.9177 -1.5272
C 4.5290 0.9181 -1.4750
C 4.1760 -0.3606 -1.0440
C 2.8609 -0.5945 -0.6736
N 1.8974 0.3504 -0.6997
C 2.2666 1.5874 -1.1189
H 3.6423 4.8633 -4.2725
H 4.9274 5.6071 -2.6098
H 6.3319 4.8630 -3.4355
H 5.4036 2.7294 -3.1812
H 5.5628 1.1164 -1.7376
H 4.9116 -1.1560 -0.9900
H 2.5398 -1.5744 -0.3307
H 1.4667 2.3245 -1.1195
H 0.3156 -1.7221 -0.0064
*
```

---

3.
Formula: C35H91Br2FINO10P
Source: the OMol25 dataset
Level of theory: ωB97M-V/def2-TZVPD

Output
**Kohn-Sham gap**: 5.9 eV
**LUMO**: 1.88 eV
**HOMO**: -4.06 eV
**Calculated total energy**: -8082.05843 Ha

ORCA input file:
```
! wB97M-V def2-TZVPD RIJCOSX def2/J DEFGRID3
* xyz -1 1
C 2.6069 1.5493 2.4929
C 2.4239 1.9437 1.0083
P 0.8617 2.9889 0.6129
N 0.1808 2.6920 2.2381
F 0.1265 1.5534 0.0416
I 2.0977 5.0123 1.6365
C -0.7059 4.0425 0.1866
C -2.0670 3.4062 0.5430
C -3.0744 3.5905 -0.6117
C -4.5274 3.3006 -0.1700
C -2.6414 2.8589 -1.8877
C -2.9325 1.3319 -1.9265
C -1.6761 0.5380 -2.1082
C -1.5432 -0.7895 -1.7245
C -1.6141 -1.8751 -2.7954
C -1.3229 -1.2305 -0.2951
C 1.3760 3.3365 -1.2398
Br 2.7697 2.1623 -2.0448
C 1.6645 4.7928 -1.6981
C 1.2062 4.9475 -3.1868
Br 3.5828 5.2936 -1.7841
H 3.6076 1.0860 2.5176
H 1.9241 0.7623 2.8062
H 2.6716 2.3957 3.1666
H 2.3837 0.9751 0.5196
H 3.3431 2.4777 0.7874
H -0.2195 3.5057 2.6800
H -0.4153 1.8788 2.2859
H -0.7672 4.3689 -0.8535
H -0.6094 4.9518 0.7738
H -2.4926 3.9616 1.3827
H -2.0315 2.3578 0.8348
H -3.0454 4.6599 -0.8427
H -5.1555 4.0556 -0.6398
H -4.9045 2.3370 -0.5053
H -4.5817 3.3879 0.9112
H -3.1112 3.3599 -2.7387
H -1.5757 2.9733 -2.0574
H -3.5136 1.1429 -2.8336
H -3.4811 0.9687 -1.0543
H -0.8205 1.0017 -2.5975
H -1.4174 -2.8316 -2.3157
H -2.6101 -1.8129 -3.2231
H -0.8435 -1.6576 -3.5485
H -2.1800 -1.0838 0.3736
H -1.1060 -2.3005 -0.2925
H -0.4405 -0.7334 0.0932
H 0.5124 3.0279 -1.8112
H 1.1028 5.5460 -1.1645
H 0.4089 4.2517 -3.4494
H 0.7937 5.9517 -3.3127
H 2.0385 4.8886 -3.8773
C -0.5271 -0.0643 -6.1723
C -1.5361 1.0380 -5.9347
O -1.0213 2.0122 -5.0373
H -0.2703 -0.5173 -5.2160
H -0.9223 -0.8373 -6.8331
H 0.3992 0.3192 -6.6055
H -2.4376 0.6307 -5.4749
H -1.8176 1.5224 -6.8785
H -0.2264 2.3930 -5.4287
C 6.7957 3.9194 5.4030
C 5.9870 3.1430 4.3771
O 4.6477 3.6051 4.3157
H 6.3397 3.8320 6.3903
H 7.8231 3.5518 5.4559
H 6.8197 4.9823 5.1502
H 5.9483 2.0868 4.6422
H 6.4420 3.2323 3.3840
H 4.6619 4.5359 4.0654
C 2.6980 -2.5962 4.3463
C 1.8578 -3.2935 3.2931
O 0.5131 -2.8199 3.3034
H 2.2763 -2.7516 5.3363
H 3.7232 -2.9706 4.3406
H 2.7184 -1.5177 4.1675
H 1.8205 -4.3669 3.4815
H 2.2802 -3.1335 2.2948
H 0.5370 -1.8727 3.1232
C 4.4669 -6.2529 6.0917
C 4.7184 -4.9298 6.7945
O 3.4994 -4.2110 6.9694
H 3.9995 -6.0862 5.1201
H 5.3984 -6.8028 5.9437
H 3.7842 -6.8762 6.6756
H 5.3821 -4.3019 6.2013
H 5.1789 -5.0906 7.7711
H 2.9117 -4.7567 7.5030
C 3.6425 -2.3040 -5.4639
C 2.1407 -2.4487 -5.6240
O 1.7549 -2.2392 -6.9891
H 3.9674 -1.3141 -5.7877
H 3.9412 -2.4487 -4.4249
H 4.1684 -3.0363 -6.0832
H 1.6196 -1.7067 -5.0216
H 1.8110 -3.4390 -5.3084
H 2.2083 -2.8928 -7.5314
C 4.3075 -4.2746 11.7956
C 5.2671 -5.0522 10.9138
O 5.8041 -4.2289 9.8835
H 3.4920 -3.8643 11.1993
H 3.8873 -4.9112 12.5761
H 4.8163 -3.4326 12.2706
H 4.7523 -5.8794 10.4256
H 6.0896 -5.4629 11.5097
H 6.2718 -3.4987 10.3034
C -6.5405 3.4388 3.8445
C -7.4772 4.1843 2.9113
O -7.4157 3.6583 1.5900
H -5.5146 3.4981 3.4802
H -6.5794 3.8525 4.8538
H -6.8060 2.3798 3.8927
H -7.1977 5.2351 2.8495
H -8.5099 4.1232 3.2742
H -7.6704 2.7302 1.6304
C -3.3201 4.4140 -6.1660
C -4.0069 3.6533 -7.2835
O -5.3166 4.1641 -7.5366
H -3.9068 4.3566 -5.2488
H -2.3264 4.0102 -5.9703
H -3.2245 5.4731 -6.4226
H -4.1202 2.6033 -7.0185
H -3.4193 3.7136 -8.2070
H -5.2241 5.0905 -7.7830
C -4.9325 -4.1633 -3.4095
C -4.2896 -5.2488 -2.5651
O -3.2307 -4.7258 -1.7715
H -4.1903 -3.6986 -4.0597
H -5.7360 -4.5696 -4.0268
H -5.3457 -3.3750 -2.7758
H -3.8606 -6.0230 -3.2006
H -5.0328 -5.7152 -1.9085
H -3.6009 -4.0456 -1.1972
C -1.3298 -5.3215 -5.3269
C -0.2933 -5.8604 -4.3570
O 0.5587 -4.8211 -3.8899
H -0.8425 -4.8428 -6.1778
H -1.9767 -6.1207 -5.6951
H -1.9519 -4.5647 -4.8424
H 0.3410 -6.6004 -4.8446
H -0.7814 -6.3365 -3.4997
H 0.0035 -4.1664 -3.4476
*
```

---

4.
Formula: C5H29N2O9
Source: the OMol25 dataset
Level of theory: ωB97M-V/def2-TZVPD

Output
**ΔE to the lowest compared entry with this formula, charge and spin**: 95.9 kcal per mole
**Kohn-Sham gap**: 9.2 eV
**LUMO**: -2.55 eV
**HOMO**: -11.71 eV
**Calculated total energy**: -994.28928 Ha

ORCA input file:
```
! wB97M-V def2-TZVPD RIJCOSX def2/J DEFGRID3
* xyz 1 1
C 2.0307 2.2684 -0.2150
O 2.8695 3.2612 0.1772
C 1.0759 1.8450 0.9179
C -0.1548 1.0075 0.5546
C -1.0347 0.5517 1.7187
C -1.7334 -0.5786 1.9059
N -0.9194 1.5307 2.7782
N 1.7795 1.4239 2.1768
H 2.6214 1.3069 -0.4398
H 1.3844 2.5776 -1.0420
H 2.3969 4.1847 0.1692
H 0.8380 2.8797 1.3605
H 0.2386 0.0488 0.0831
H -0.7945 1.6134 -0.1758
H -1.8570 -1.2829 1.1193
H -2.2705 -0.6306 2.8101
H -0.8885 2.5236 2.5769
H -1.7893 1.5433 3.5043
H 1.0597 1.4990 2.8864
H 2.5991 2.0274 2.3799
H 2.1014 0.4294 2.2492
H 0.1692 -3.9087 0.4004
H -0.4181 -2.8308 -0.4127
O 0.2821 -3.0142 0.2385
H -1.2279 3.2605 -0.4661
H -0.9566 4.4541 0.5471
O -0.7607 3.6077 0.2263
H -1.7088 -3.9920 -1.8838
H -1.9875 -2.5322 -2.1008
O -1.8062 -3.1886 -1.4151
H 0.8792 -1.5306 1.8244
H 2.2480 -1.7057 1.2681
O 1.8007 -1.2377 1.9928
H -3.9141 -1.8525 -0.3157
H -4.1176 -0.6562 -1.4594
O -3.4809 -1.1598 -0.8418
H -0.7566 -1.5019 -3.9142
H -2.0457 -0.6779 -3.5763
O -1.6139 -1.5206 -3.3549
H 1.5246 -2.3747 -0.8436
H 2.8526 -1.9756 -1.4619
O 1.9494 -1.7272 -1.3191
H 1.1339 -0.8870 -2.9127
H 1.3622 -1.9644 -3.8759
O 1.0391 -1.1142 -3.8392
*
```